1.
{"formula": "C33H58F10N9O6P2", "method": "ωB97M-V/def2-TZVPD", "elements": ["C", "C", "C", "N", "N", "C", "N", "C", "O", "C", "F", "F", "F", "C", "P", "N", "C", "C", "F", "F", "C", "C", "C", "C", "C", "C", "F", "F", "F", "C", "C", "N", "C", "O", "F", "C", "O", "F", "N", "P", "C", "C", "H", "H", "H", "H", "H", "H", "H", "H", "H", "H", "H", "H", "H", "H", "H", "H", "H", "H", "H", "H", "H", "H", "H", "H", "H", "C", "C", "C", "O", "C", "N", "H", "H", "H", "H", "H", "H", "H", "H", "H", "H", "H", "C", "C", "C", "O", "C", "N", "H", "H", "H", "H", "H", "H", "H", "H", "H", "H", "H", "C", "C", "C", "O", "C", "N", "H", "H", "H", "H", "H", "H", "H", "H", "H", "H", "H"], "positions_angstrom": [[1.09689, 4.96410, 3.44273], [0.15570, 3.88035, 4.08653], [0.11534, 3.91280, 5.65938], [-0.57194, 3.04491, 3.36616], [-0.01308, 1.79325, 3.23814], [0.53439, 1.37333, 2.12715], [0.48204, 2.31048, 1.01483], [-0.47481, 1.88440, -0.01109], [-1.24419, 3.01338, -0.52287], [-2.56603, 2.90603, -0.18769], [-3.20138, 1.83621, -0.77507], [-3.18681, 4.01886, -0.71578], [-2.80476, 2.96130, 1.16327], [1.82592, 2.69615, 0.53038], [1.92483, 3.23350, -1.27281], [1.88887, 2.08930, -2.36743], [2.94616, 1.65725, 1.00371], [4.32501, 1.78770, 0.27501], [4.65793, 3.16482, 0.32142], [4.37153, 1.27087, -0.99590], [5.50345, 1.07980, 1.06322], [5.47498, 0.75472, 2.48313], [6.66340, 0.10655, 3.06796], [7.86752, -0.19495, 2.30981], [7.88230, 0.17447, 0.88001], [9.17726, -0.10190, 0.06660], [9.58525, 1.12252, -0.46496], [10.19234, -0.46802, 0.92351], [9.02758, -0.96214, -0.97218], [6.70323, 0.78767, 0.25886], [2.40379, 0.17869, 1.13654], [2.36945, -0.59318, -0.13164], [3.46351, -1.55576, -0.24326], [3.68376, -2.42322, 0.52568], [4.28883, -1.50899, -1.33795], [1.14822, -1.37433, -0.28207], [0.36868, -1.17713, -1.14166], [0.85267, -2.44564, 0.55348], [1.09102, 0.10026, 1.88228], [1.38359, -0.93264, 3.29459], [2.20814, -0.02959, 4.72270], [-0.18087, -1.81512, 3.87226], [1.28905, 5.81616, 4.15573], [2.10406, 4.51473, 3.20076], [0.59460, 5.37448, 2.53031], [-0.29617, 4.94084, 5.90426], [1.14876, 3.89703, 6.10804], [-0.57972, 3.15281, 6.09068], [-0.04718, 1.16497, 4.05120], [-0.07539, 1.25789, -0.84598], [-1.23872, 1.23191, 0.51424], [2.08345, 3.64298, 1.10512], [3.11264, 3.99971, -1.46085], [0.82880, 4.14221, -1.46356], [1.84414, 1.19313, -1.87290], [3.16654, 1.95827, 2.07442], [4.58484, 0.96108, 3.11568], [6.64766, -0.16932, 4.14877], [8.75787, -0.66128, 2.80113], [6.74868, 1.04346, -0.83022], [3.15659, -0.34236, 1.80410], [2.67223, 0.92336, 4.35846], [2.93742, -0.69310, 5.26728], [1.44047, 0.25702, 5.50899], [-1.09773, -1.45722, 3.31896], [-0.07634, -2.90545, 3.61051], [-0.31733, -1.75998, 4.98908], [-7.97258, 4.24767, 3.69576], [-6.69668, 3.93029, 2.92247], [-5.52563, 3.49398, 3.82337], [-4.88483, 4.56068, 4.51088], [-5.52324, 4.95558, 5.71428], [-6.34073, 5.08885, 2.09563], [-7.91884, 5.20438, 4.21729], [-8.82351, 4.30422, 3.01408], [-8.18876, 3.46885, 4.43164], [-6.92372, 3.09204, 2.25546], [-4.75490, 3.05567, 3.18070], [-5.82910, 2.70607, 4.52460], [-5.97660, 4.10850, 6.23664], [-6.27407, 5.72162, 5.51205], [-4.76851, 5.39937, 6.36616], [-5.54168, 4.84383, 1.51435], [-5.97455, 5.80643, 2.71893], [2.43340, -3.70959, -5.27753], [1.25351, -3.48040, -4.33822], [-0.09048, -3.31206, -5.07034], [-0.27409, -2.03717, -5.66859], [0.31898, -1.89339, -6.94820], [1.54696, -2.32783, -3.47684], [2.74155, -2.79837, -5.79217], [3.29999, -4.06709, -4.71663], [2.19290, -4.46324, -6.03129], [1.16965, -4.36897, -3.70353], [-0.89004, -3.40481, -4.32796], [-0.25376, -4.11311, -5.80131], [0.28430, -2.82243, -7.52436], [1.34955, -1.54502, -6.85238], [-0.23706, -1.12856, -7.49269], [0.79913, -2.23195, -2.79499], [1.45832, -1.49032, -4.05103], [-5.72390, -6.61685, -4.84527], [-4.40280, -7.13860, -4.28912], [-3.26596, -6.09954, -4.33137], [-2.69079, -5.91158, -5.61573], [-3.40141, -5.01260, -6.45172], [-4.03895, -8.36796, -5.00205], [-5.72275, -6.55132, -5.93413], [-6.54147, -7.28540, -4.56748], [-5.95435, -5.62671, -4.44344], [-4.57300, -7.39189, -3.23735], [-2.45211, -6.46802, -3.69820], [-3.58196, -5.13974, -3.90249], [-3.85703, -4.19487, -5.88613], [-4.16206, -5.54774, -7.02370], [-2.69532, -4.58516, -7.16595], [-3.20574, -8.76222, -4.57087], [-3.72416, -8.09798, -5.93240]], "largest_force_ha_per_bohr": 0.0700, "energy_ev": -106594.2540, "e_lumo_ev": -4.72, "e_homo_ev": -10.35, "total_charge": 1}

2.
{"formula": "C18H22N2O3", "method": "ωB97M-V/def2-TZVPD", "elements": ["C", "H", "H", "H", "C", "N", "C", "O", "C", "C", "C", "C", "C", "C", "H", "H", "N", "H", "C", "C", "O", "O", "H", "H", "C", "H", "C", "C", "C", "H", "C", "H", "H", "H", "H", "H", "C", "C", "H", "H", "H", "H", "H", "H", "H"], "positions_angstrom": [[3.50367, 1.28173, 2.28782], [4.50591, 1.69683, 2.35224], [2.90349, 1.91900, 1.64396], [3.06688, 1.28335, 3.28320], [3.53838, -0.14578, 1.74451], [4.02394, -0.22214, 0.38639], [3.27072, -0.60341, -0.67382], [3.75066, -0.77222, -1.78060], [1.80741, -0.81000, -0.43156], [0.96001, 0.26426, -0.19923], [-0.40943, 0.08973, -0.06897], [-0.94264, -1.19489, -0.17732], [-0.09388, -2.27465, -0.41335], [1.26520, -2.08501, -0.54802], [1.91392, -2.92387, -0.74852], [-0.51452, -3.26654, -0.50175], [-2.30832, -1.41340, -0.00003], [-2.61333, -2.27888, -0.43272], [-3.20874, -0.30593, -0.26351], [-4.60089, -0.67661, 0.24615], [-5.61700, -0.24494, -0.21651], [-4.58224, -1.50229, 1.29603], [-3.66095, -1.74661, 1.50434], [-3.26828, -0.05093, -1.33211], [-2.75892, 0.94806, 0.51382], [-2.89954, 0.77142, 1.58319], [-3.54025, 2.17212, 0.00604], [-2.64628, 2.71407, -1.07112], [-1.42252, 2.22295, -0.98626], [-0.58498, 2.44819, -1.62158], [-1.29038, 1.27927, 0.18696], [-0.85864, 1.84466, 1.02533], [-3.00010, 3.42933, -1.79212], [-4.53217, 1.90643, -0.35922], [-3.66388, 2.91383, 0.79980], [1.36874, 1.26214, -0.12902], [5.44021, 0.00694, 0.15007], [5.70628, 1.36492, -0.49313], [5.35054, 2.17633, 0.13684], [6.77309, 1.49087, -0.65837], [5.19740, 1.41461, -1.45176], [5.79614, -0.77565, -0.52743], [5.96596, -0.07989, 1.10303], [4.18804, -0.75824, 2.38235], [2.53447, -0.57406, 1.77538]], "largest_force_ha_per_bohr": 0.0112, "energy_ev": -28146.7579, "e_lumo_ev": 0.54, "smiles": "CCN(CC)C(=O)c1ccc2c(c1)[C@H]1C=CC[C@H]1[C@H](C(=O)O)N2", "e_homo_ev": -8.48, "total_charge": 0}